Density functional theory data (wB97M-V/def2-TZVPD) for one molecule with the formula C4H7NO2.

Total charge = 0
Calculated total energy = -361.62911 Eh
E_LUMO = 0.01922 Eh
Kohn-Sham gap = 8.00 eV
ΔE to the lowest compared entry with this formula, charge and spin = 6.850 eV
HOMO energy = -0.275 hartree

Positions of all 14 atoms, in Å:
C: -1.002 -1.024 0.043
C: -0.044 0.088 -0.204
N: -0.370 1.395 0.088
O: -1.334 1.548 1.091
C: 1.168 -0.080 -0.930
C: 1.961 -0.479 0.268
O: 1.643 -1.398 -0.809
H: -1.774 -1.009 -0.738
H: -0.442 -1.956 -0.054
H: -1.497 -0.953 1.012
H: -1.980 2.150 0.696
H: 1.549 0.584 -1.703
H: 0.453 1.923 0.371
H: 1.367 -0.739 1.174